Entry 1:
A molecular structure, C58H68AlINO5P2. Source: the Open Molecules 2025 dataset; level of theory: ωB97M-V with the def2-TZVPD basis set.

Atoms and positions in Å:
1 N 1.44 -1.87 1.77
2 P 1.87 -0.75 0.42
3 O 3.17 0.18 1.05
4 Al 0.10 0.75 0.18
5 C -1.25 0.75 1.72
6 O -2.47 0.00 1.52
7 C -3.13 0.32 0.34
8 O -3.18 -0.66 -0.67
9 C -2.33 -1.78 -0.55
10 C -1.77 -2.07 -2.01
11 O -0.36 -2.34 -2.00
12 P 0.89 2.96 -0.05
13 O -0.29 3.84 -0.93
14 I 2.96 2.85 -1.40
15 H 1.45 -1.28 2.60
16 H 0.47 -2.11 1.60
17 H 3.95 -0.08 0.56
18 H -0.72 0.43 -1.18
19 H -1.42 1.81 2.04
20 H -0.75 0.27 2.60
21 H -4.19 0.58 0.61
22 H -2.73 1.26 -0.11
23 H -1.45 -1.68 0.09
24 H -2.96 -2.67 -0.31
25 H -2.34 -2.89 -2.49
26 H -1.87 -1.11 -2.55
27 H -0.09 -2.70 -1.15
28 H -0.39 3.46 -1.82
29 C 6.92 0.26 4.83
30 C 5.78 -0.36 4.34
31 C 4.78 0.39 3.74
32 C 4.93 1.77 3.61
33 C 6.07 2.39 4.09
34 C 7.07 1.64 4.71
35 H 7.70 -0.33 5.31
36 H 5.66 -1.43 4.44
37 H 3.89 -0.09 3.36
38 H 4.15 2.35 3.13
39 H 6.19 3.46 3.99
40 H 7.96 2.13 5.09
41 C 0.27 -0.66 -4.53
42 C -0.37 -0.92 -5.73
43 C -0.06 -0.18 -6.87
44 C 0.91 0.81 -6.80
45 C 1.56 1.07 -5.59
46 C 1.24 0.34 -4.46
47 H 0.02 -1.24 -3.64
48 H -1.12 -1.70 -5.79
49 H -0.57 -0.38 -7.80
50 H 1.16 1.39 -7.68
51 H 2.31 1.85 -5.54
52 H 1.74 0.54 -3.52
53 C 6.36 -3.83 2.21
54 C 7.17 -2.75 1.89
55 C 8.29 -2.93 1.10
56 C 8.61 -4.20 0.63
57 C 7.80 -5.28 0.94
58 C 6.67 -5.10 1.74
59 H 5.48 -3.69 2.83
60 H 6.91 -1.76 2.26
61 H 8.93 -2.09 0.86
62 H 9.48 -4.35 0.01
63 H 8.04 -6.27 0.57
64 H 6.04 -5.94 2.00
65 C 2.58 -6.42 1.65
66 C 1.75 -6.95 2.63
67 C 1.85 -8.30 2.97
68 C 2.79 -9.10 2.34
69 C 3.63 -8.56 1.36
70 C 3.52 -7.22 1.02
71 H 2.50 -5.37 1.39
72 H 1.02 -6.32 3.13
73 H 1.20 -8.72 3.73
74 H 2.88 -10.15 2.60
75 H 4.36 -9.19 0.87
76 H 4.16 -6.80 0.26
77 C -4.39 4.09 -1.16
78 C -3.74 4.16 0.06
79 C -4.43 4.58 1.20
80 C -5.77 4.92 1.10
81 C -6.43 4.84 -0.12
82 C -5.73 4.43 -1.25
83 H -3.85 3.76 -2.04
84 H -2.69 3.89 0.14
85 H -3.92 4.64 2.15
86 H -6.31 5.24 1.99
87 H -7.48 5.10 -0.19
88 H -6.24 4.37 -2.21
89 C -6.87 1.20 -1.15
90 C -6.79 -0.19 -1.11
91 C -7.88 -0.95 -1.50
92 C -9.05 -0.33 -1.95
93 C -9.12 1.06 -1.99
94 C -8.03 1.82 -1.59
95 H -6.02 1.80 -0.84
96 H -5.89 -0.67 -0.77
97 H -7.83 -2.03 -1.47
98 H -9.89 -0.93 -2.26
99 H -10.02 1.54 -2.34
100 H -8.09 2.90 -1.61
101 C 1.03 2.11 -12.82
102 C 0.68 1.16 -11.87
103 C 0.25 1.56 -10.61
104 C 0.15 2.91 -10.31
105 C 0.50 3.86 -11.26
106 C 0.94 3.46 -12.52
107 H 1.38 1.80 -13.80
108 H 0.75 0.10 -12.11
109 H -0.02 0.82 -9.87
110 H -0.20 3.22 -9.33
111 H 0.42 4.92 -11.03
112 H 1.22 4.21 -13.26
113 C 0.22 -5.06 7.55
114 C -0.45 -5.28 6.35
115 C -0.13 -4.53 5.22
116 C 0.86 -3.56 5.29
117 C 1.53 -3.34 6.49
118 C 1.21 -4.09 7.62
119 H -0.03 -5.64 8.43
120 H -1.22 -6.04 6.29
121 H -0.66 -4.70 4.29
122 H 1.11 -2.98 4.41
123 H 2.31 -2.59 6.54
124 H 1.73 -3.91 8.55
125 C -4.16 8.67 5.59
126 C -2.89 8.30 6.03
127 C -2.06 7.55 5.20
128 C -2.49 7.18 3.94
129 C -3.76 7.55 3.49
130 C -4.59 8.29 4.32
131 H -4.81 9.25 6.23
132 H -2.55 8.60 7.01
133 H -1.08 7.26 5.55
134 H -1.84 6.60 3.29
135 H -4.09 7.26 2.51
136 H -5.58 8.58 3.98

Charge   -1
2S+1   1
Orbital gap   6.65 eV
HOMO level   -4.421 eV

---

Entry 2:
A molecular structure, C58H68GeIrN2OP2SeSi. Source: the Open Molecules 2025 dataset; level of theory: ωB97M-V with the def2-TZVPD basis set.

Atoms and positions in Å:
1 Ir 0.48 -0.51 -0.16
2 C 0.76 -3.33 -2.43
3 Si 1.17 -2.69 -0.75
4 C 2.98 -2.84 -0.49
5 C 3.68 -3.95 -0.97
6 C 5.06 -4.02 -0.85
7 C 5.76 -2.96 -0.29
8 C 5.08 -1.84 0.17
9 C 3.69 -1.79 0.07
10 P 2.78 -0.36 0.70
11 C 3.95 0.99 0.44
12 C 4.11 1.49 -0.84
13 C 5.02 2.51 -1.09
14 C 5.78 3.02 -0.05
15 C 5.65 2.51 1.23
16 C 4.73 1.50 1.49
17 C 2.80 -0.58 2.50
18 C 3.29 -1.74 3.10
19 C 3.32 -1.84 4.49
20 C 2.87 -0.79 5.28
21 C 2.39 0.37 4.68
22 C 2.34 0.48 3.30
23 C 0.21 -3.83 0.35
24 C 0.71 -5.04 0.84
25 C -0.12 -5.93 1.50
26 C -1.47 -5.62 1.68
27 C -1.97 -4.41 1.21
28 C -1.13 -3.52 0.55
29 P -1.72 -1.92 -0.10
30 C -2.48 -2.34 -1.71
31 C -2.40 -1.43 -2.76
32 C -3.00 -1.71 -3.98
33 C -3.69 -2.90 -4.15
34 C -3.79 -3.81 -3.10
35 C -3.18 -3.53 -1.88
36 C -3.20 -1.64 0.95
37 C -4.45 -1.42 0.37
38 C -5.56 -1.17 1.18
39 C -5.43 -1.14 2.56
40 C -4.19 -1.38 3.14
41 C -3.08 -1.62 2.34
42 H 0.79 -4.42 -2.37
43 H 1.47 -3.00 -3.20
44 H -0.24 -3.03 -2.74
45 H 3.15 -4.78 -1.44
46 H 5.60 -4.89 -1.22
47 H 6.84 -2.99 -0.21
48 H 5.63 -1.01 0.59
49 H 3.53 1.10 -1.64
50 H 5.13 2.89 -2.10
51 H 6.49 3.82 -0.24
52 H 6.25 2.90 2.04
53 H 4.64 1.11 2.49
54 H 3.66 -2.56 2.49
55 H 3.72 -2.73 4.95
56 H 2.92 -0.87 6.36
57 H 2.07 1.21 5.30
58 H 1.98 1.39 2.84
59 H 1.76 -5.28 0.70
60 H 0.27 -6.87 1.87
61 H -2.13 -6.32 2.18
62 H -3.02 -4.18 1.37
63 H -1.86 -0.51 -2.63
64 H -2.92 -1.01 -4.80
65 H -4.16 -3.13 -5.11
66 H -4.33 -4.74 -3.23
67 H -3.26 -4.25 -1.07
68 H -4.57 -1.48 -0.70
69 H -6.53 -1.02 0.72
70 H -6.30 -0.96 3.18
71 H -4.09 -1.40 4.22
72 H -2.13 -1.85 2.80
73 C -6.57 2.76 -0.36
74 Ge -4.69 3.01 0.03
75 C -4.23 2.74 1.89
76 C -4.00 4.68 -0.64
77 C -3.79 1.46 -0.90
78 Se -1.92 1.63 -0.91
79 C -1.79 2.54 -2.59
80 H -7.15 3.53 0.15
81 H -6.90 1.78 -0.03
82 H -6.74 2.85 -1.44
83 H -4.63 3.55 2.51
84 H -3.14 2.73 2.01
85 H -4.63 1.79 2.25
86 H -4.49 5.50 -0.10
87 H -4.21 4.81 -1.70
88 H -2.92 4.77 -0.47
89 H -4.18 1.33 -1.91
90 H -4.04 0.60 -0.29
91 H -2.38 3.46 -2.49
92 H -2.21 1.90 -3.37
93 H -0.74 2.77 -2.78
94 C -1.21 0.71 4.92
95 N -0.63 -0.09 3.83
96 C -0.09 -1.35 3.95
97 C 0.30 -1.72 2.70
98 N 0.00 -0.67 1.83
99 C -0.56 0.28 2.55
100 H -0.70 0.47 5.84
101 H -2.27 0.50 5.02
102 H -1.08 1.77 4.71
103 H -0.03 -1.87 4.89
104 H 0.78 -2.62 2.38
105 H -0.91 1.23 2.18
106 C 2.69 -0.38 -3.68
107 C 1.56 0.59 -4.04
108 C 0.21 -0.09 -3.92
109 C 1.70 1.94 -3.33
110 C 2.27 2.94 -4.14
111 C 2.49 4.22 -3.70
112 C 2.17 4.51 -2.40
113 C 1.61 3.58 -1.53
114 C 1.32 4.15 -0.12
115 C 1.75 3.31 1.08
116 C -0.14 4.59 0.05
117 C 1.34 2.27 -2.00
118 O 0.69 1.39 -1.14
119 H 2.66 -1.26 -4.32
120 H 2.59 -0.73 -2.64
121 H 3.67 0.08 -3.79
122 H 1.69 0.82 -5.10
123 H 0.03 -0.45 -2.91
124 H 0.16 -0.96 -4.58
125 H -0.60 0.59 -4.19
126 H 2.52 2.68 -5.17
127 H 2.91 4.97 -4.36
128 H 2.37 5.51 -2.02
129 H 1.91 5.06 -0.08
130 H 1.27 2.32 1.06
131 H 1.47 3.82 2.01
132 H 2.83 3.17 1.09
133 H -0.79 3.73 0.21
134 H -0.49 5.15 -0.82
135 H -0.24 5.24 0.93

Charge   +2
2S+1   2
Orbital gap (spin up / spin down)   6.51 / 4.36 eV
HOMO level (spin up / spin down)   -11.948 / -11.864 eV
Expectation value of S²   0.76

---

Number 1: DFT total energy -3904.73631 hartree. Number 2: DFT total energy -7990.12756 hartree.